{
  "formula": "C17H10Br4F3N2O11S4Sn",
  "method": "wB97M-V/def2-TZVPD",
  "elements": ["S", "Br", "S", "N", "F", "O", "N", "C", "F", "O", "C", "C", "O", "C", "F", "H", "C", "Br", "O", "C", "O", "C", "C", "O", "Br", "O", "Br", "O", "S", "C", "S", "O", "H", "O", "H", "H", "C", "C", "H", "C", "C", "O", "C", "C", "H", "H", "H", "H", "C", "Sn", "H", "C"],
  "xyz": [[1.5380, 2.4118, 3.5617], [6.2826, 2.8562, 2.2937], [-2.6246, -1.4320, -0.9026], [1.2508, -4.6108, -0.3220], [1.3897, 0.0796, 4.7891], [2.4264, 3.5749, 3.6869], [-0.8748, -4.3504, -0.1845], [2.6729, -4.4899, -0.2147], [3.4382, 0.8460, 4.3468], [1.1017, 3.9754, -0.4972], [2.1880, 1.2095, 4.7208], [-0.6308, -5.3860, -1.0667], [-2.1276, 1.8975, 0.0863], [0.6778, -5.6017, -1.1422], [2.2270, 1.6010, 6.0521], [3.0276, -4.8050, 0.8288], [-4.7513, -1.1309, -2.5013], [4.4211, 0.2293, 0.7842], [-1.3246, -1.3524, -1.5727], [2.1815, 3.7389, -0.0151], [2.2286, 1.4352, -0.7136], [-5.7061, -0.4216, -3.2878], [-3.7287, -0.3896, -1.8265], [-3.2174, -2.7800, -0.9196], [5.3113, 5.8126, 1.7431], [-2.4511, -0.8402, 0.4432], [2.2728, 6.5413, 0.4143], [-2.5841, 3.3908, -1.7594], [-2.2658, 2.0563, -1.3979], [-3.7141, 1.0288, -1.8700], [0.5855, -2.6203, 1.3421], [1.7435, 1.6528, 2.3231], [2.9766, -3.4981, -0.4559], [-1.1451, 1.3860, -2.0258], [-6.3912, -0.9845, -3.9379], [-6.4828, 1.5406, -3.8170], [4.6352, 3.0503, 1.2830], [2.7837, 2.2727, -0.0642], [-1.4123, -5.9173, -1.5778], [-4.6852, 1.6793, -2.5929], [3.0297, 4.7613, 0.5588], [0.1894, 2.5189, 3.9240], [-5.7099, 0.9870, -3.2586], [3.9997, 2.0105, 0.7521], [3.0534, -5.1892, -0.9619], [-4.6838, 2.7622, -2.5691], [1.2713, -6.2949, -1.6426], [-1.7294, -3.7988, 0.0181], [4.1682, 4.4597, 1.1338], [-0.3748, 0.2162, 0.1557], [-4.7880, -2.2340, -2.4055], [0.3317, -3.8550, 0.2612]],
  "lowdin_charge": [0.447, 0.699, 0.463, -0.149, 0.073, -0.305, 0.087, -0.043, 0.088, 0.113, -0.582, -0.083, -0.444, -0.044, 0.071, 0.122, -0.039, 0.886, -0.410, -0.347, 0.002, -0.068, -0.213, -0.333, 0.757, -0.445, 0.766, -0.272, 0.445, -0.197, 0.585, -0.372, 0.073, -0.381, 0.102, 0.107, -0.648, -0.375, 0.116, -0.070, -0.620, -0.259, -0.065, -0.712, 0.083, 0.109, 0.097, 0.120, -0.731, 1.510, 0.109, -0.825],
  "total_charge": -1,
  "e_homo_ev": -5.97,
  "orbital_gap_ev": 6.541,
  "largest_force_ev_per_a": 3.05
}



{
  "formula": "C5H12ClN5",
  "method": "wB97M-V/def2-TZVPD",
  "elements": ["Cl", "H", "C", "H", "H", "N", "N", "H", "C", "H", "H", "C", "H", "C", "N", "H", "C", "N", "N", "H", "H", "H", "H"],
  "xyz": [[0.1827, 2.3826, 0.3770], [0.1929, 3.0069, 2.9605], [0.4413, -0.9466, -2.6272], [2.9585, -1.9570, 3.0763], [-0.4770, -1.6080, -0.8572], [-0.2719, -0.6908, -1.3261], [1.4615, 0.3772, 1.4146], [0.3206, -2.3104, -4.2994], [0.8042, 1.4713, 1.5892], [0.9167, 2.0331, 4.8354], [2.3012, -0.0982, 4.5325], [-0.1786, -2.0927, -3.3435], [2.5843, -1.5935, 1.3953], [1.1164, 1.5029, 3.9320], [0.7107, 2.1300, 2.8339], [-0.1755, -3.0720, -2.6966], [1.9494, -0.2438, 2.5203], [1.7656, 0.3554, 3.8004], [2.4728, -1.4508, 2.4291], [-0.9910, -0.0340, -1.2942], [0.3283, 0.0591, -3.0387], [-1.2940, -1.9340, -3.5324], [1.4409, -1.2477, -2.4289]],
  "lowdin_charge": [1.005, 0.194, -0.333, 0.125, 0.077, -0.049, 0.200, 0.077, -0.704, 0.190, 0.203, -0.132, 0.198, 0.070, 0.152, 0.106, -0.238, 0.238, 0.320, 0.012, 0.112, 0.097, 0.081],
  "total_charge": 2,
  "e_homo_ev": -14.22,
  "orbital_gap_ev": 4.326,
  "largest_force_ev_per_a": 6.19
}



{
  "formula": "CH4N3S2",
  "method": "wB97M-V/def2-TZVPD",
  "elements": ["H", "H", "S", "S", "C", "N", "H", "N", "H", "N"],
  "xyz": [[0.4846, -1.5537, 0.2177], [0.6307, -1.1255, -1.3911], [4.0819, -0.9188, -0.1120], [3.6436, 0.9311, -0.3885], [1.2518, 1.5254, 0.5241], [2.3628, 1.0306, 0.5120], [-0.3894, -0.2866, -0.4190], [0.5393, -0.7796, -0.4442], [-0.6661, 2.1839, 1.1221], [0.2222, 2.0800, 0.6140]],
  "lowdin_charge": [0.047, 0.036, 0.429, 0.673, -0.348, -0.358, 0.056, 0.022, 0.154, 0.291],
  "total_charge": 1,
  "e_homo_ev": -14.34,
  "orbital_gap_ev": 6.776,
  "largest_force_ev_per_a": 3.01
}



{
  "formula": "C35H32CdN7O2P2",
  "method": "wB97M-V/def2-TZVPD",
  "elements": ["H", "C", "H", "H", "N", "H", "C", "C", "C", "C", "C", "C", "H", "C", "C", "H", "C", "N", "H", "N", "H", "C", "N", "C", "H", "C", "C", "O", "C", "C", "H", "H", "N", "H", "C", "H", "C", "H", "O", "C", "H", "C", "H", "C", "H", "C", "H", "C", "C", "H", "C", "C", "Cd", "C", "C", "H", "H", "C", "H", "H", "C", "H", "C", "H", "H", "N", "H", "C", "P", "H", "H", "C", "H", "C", "P", "C", "H", "N", "H"],
  "xyz": [[-5.5398, 3.0406, -0.5424], [4.1471, 0.3085, -1.3424], [-2.2664, 1.8393, -5.5998], [-0.0952, -1.6263, -1.5870], [0.7534, 0.5933, -4.8318], [-1.7939, 4.4658, 0.6455], [5.0677, 2.2744, 0.3926], [-3.6591, 2.0967, -0.3424], [-4.7437, -1.1259, -1.5804], [-1.5241, -4.1492, 2.5673], [0.5916, 2.0481, 3.9273], [1.6311, -4.4023, -0.7164], [6.0619, 0.4556, -2.2808], [3.3243, 0.7711, -0.3171], [-3.4373, -1.3255, -1.2633], [3.1518, 2.1345, 1.3363], [1.7389, -1.6341, -0.4662], [-5.0129, 0.1840, -1.2545], [-1.6542, 0.6341, 6.7203], [-4.5676, 3.0899, -0.2903], [1.2244, 2.4472, 3.1445], [-2.0493, -1.8571, 2.0818], [-2.9081, -0.1681, -0.7525], [-1.4400, 1.4780, -5.0110], [1.2551, -2.2367, 2.7321], [-0.7164, -1.5025, 2.2658], [-2.4547, -3.1746, 2.2416], [1.6344, 0.1373, -2.7848], [-1.5370, 1.4781, -3.5650], [-0.1898, -3.8054, 2.7435], [1.5915, -5.4787, -0.8145], [3.5905, -1.9662, 0.5766], [1.4008, 0.2417, 1.5635], [1.7791, -0.8310, -5.9908], [-1.0169, 0.4306, 4.6888], [-1.8362, -5.1779, 2.6834], [-1.0258, 1.0343, 5.9367], [-5.8883, 0.6525, -1.4147], [-2.5315, 1.8758, -2.9497], [0.2102, -2.4880, 2.6000], [-4.4204, 5.1658, 0.2440], [-0.2049, 0.9319, 3.6760], [-0.2037, -4.0821, -1.7809], [-3.8765, 0.7212, -0.7687], [2.7399, 0.0137, -4.7616], [5.4250, 0.8217, -1.4870], [-1.6314, -0.4438, 4.5147], [0.6218, -3.6184, -1.2587], [5.8880, 1.8029, -0.6204], [-0.1519, 1.0251, -6.6440], [-0.3027, 1.0435, -5.5726], [2.7536, -2.4253, 0.0635], [-0.8632, 0.9867, -0.6522], [3.7875, 1.7631, 0.5426], [0.6812, -2.2393, -1.1361], [-3.4939, -3.4409, 2.1045], [-5.4903, -1.7751, -1.9966], [2.6985, -3.8051, -0.0614], [6.8866, 2.2007, -0.7374], [0.5385, -4.5649, 2.9910], [-0.2245, 2.1388, 6.1845], [1.2170, 3.5018, 5.3670], [1.9577, 0.1284, -5.5045], [-0.2283, 2.6027, 7.1607], [2.0947, -0.1431, 2.1978], [-2.4726, 2.5295, 0.0254], [2.2644, 0.8633, -6.2479], [-3.9132, 4.2281, 0.1221], [1.6350, 0.1477, -0.1339], [-2.7737, -1.1016, 1.7987], [-2.8518, -2.2228, -1.3559], [0.6803, 0.5593, -3.4437], [3.4913, -4.4144, 0.3511], [0.5870, 2.6435, 5.1782], [-0.2354, 0.2309, 1.9994], [-2.6188, 3.8624, 0.3134], [3.7815, -0.4416, -2.0290], [-0.4597, 1.0024, -2.8599], [5.4220, 3.0412, 1.0678]],
  "lowdin_charge": [0.164, -0.095, 0.110, 0.070, -0.054, 0.110, -0.078, -0.309, -0.052, -0.071, -0.107, -0.074, 0.108, -0.353, -0.116, 0.085, -0.374, 0.137, 0.108, 0.135, 0.087, -0.129, 0.020, 0.009, 0.100, -0.393, -0.077, -0.065, -0.530, -0.068, 0.108, 0.113, -0.427, 0.099, -0.085, 0.107, -0.073, 0.164, -0.031, -0.087, 0.120, -0.360, 0.105, -0.310, 0.083, -0.065, 0.100, -0.069, -0.074, 0.134, -0.052, -0.092, 1.249, -0.098, -0.115, 0.106, 0.120, -0.072, 0.107, 0.110, -0.075, 0.107, -0.008, 0.108, 0.079, 0.010, 0.096, -0.055, 0.895, 0.087, 0.107, -0.516, 0.109, -0.077, 0.878, -0.108, 0.098, 0.049, 0.106],
  "total_charge": 1,
  "e_homo_ev": -10.42,
  "orbital_gap_ev": 8.398,
  "largest_force_ev_per_a": 0.27
}



{
  "formula": "C3H5NO2",
  "method": "wB97M-V/def2-TZVPD",
  "elements": ["C", "C", "N", "O", "O", "H", "H", "H", "H", "C", "H"],
  "xyz": [[0.5993, -0.9208, -0.2941], [1.5038, 0.1197, 0.1785], [-1.7153, 0.7257, 1.0070], [-0.7269, -1.0636, 0.0587], [0.8465, 0.2258, -1.0929], [1.2377, 0.8048, 0.9813], [-2.2553, 1.5596, 0.7920], [1.0086, -1.9084, -0.5183], [-1.6420, 0.4148, -1.0860], [-1.4187, 0.1206, -0.0528], [2.5622, -0.0783, 0.0266]],
  "lowdin_charge": [-0.341, -0.073, 0.152, -0.009, -0.027, 0.118, 0.057, 0.161, 0.142, -0.293, 0.114],
  "e_homo_ev": -10.33,
  "orbital_gap_ev": 11.389,
  "largest_force_ev_per_a": 0.66
}



{
  "formula": "C7H19Br2N2OPSSb",
  "method": "wB97M-V/def2-TZVPD",
  "elements": ["H", "Br", "C", "C", "H", "Br", "H", "S", "N", "C", "H", "H", "H", "H", "H", "H", "P", "C", "H", "H", "H", "H", "H", "C", "H", "O", "H", "Sb", "H", "C", "C", "H", "N", "H"],
  "xyz": [[1.3955, 2.4740, 3.7949], [2.4020, 2.5174, 0.6644], [0.2241, 1.7604, 2.1488], [0.5895, 2.8287, 3.1454], [1.7824, -2.8848, 1.7250], [-1.3081, 0.7752, 2.7509], [-0.3643, -2.4061, 0.3675], [-1.5462, 2.9842, -2.6592], [2.3642, -0.0440, -1.2309], [0.4302, -1.7330, 0.7326], [1.1109, -3.6927, -0.7272], [-2.4341, 0.1770, -2.1275], [-3.8864, 0.9248, -0.0189], [-0.0239, -1.0366, -2.0354], [-4.2510, -0.8019, 0.1065], [-4.6592, 0.0876, -1.3680], [0.1602, 2.0152, -2.3086], [0.8260, 1.4554, 0.9994], [2.6237, -2.8436, -1.0227], [0.1281, -1.3655, 1.7097], [0.9572, 3.7154, 2.6327], [3.0035, -0.2078, -0.4601], [2.4921, -0.8018, -1.8928], [2.0247, -3.3193, -0.2419], [1.2231, 2.9031, -2.0503], [-1.5711, 0.2395, -0.2531], [-2.3785, -1.3673, -1.2760], [0.3766, -0.0419, -0.6422], [2.5838, -4.1795, 0.1294], [-3.9182, -0.0140, -0.5718], [-2.5279, -0.2840, -1.1359], [-0.2622, 3.0946, 3.7658], [1.7197, -2.3995, 0.8421], [0.7137, 1.4710, -3.4924]],
  "lowdin_charge": [0.078, 0.644, -0.849, -0.216, 0.084, 0.736, 0.054, -0.118, -0.281, -0.380, 0.071, 0.059, 0.070, -0.031, 0.061, 0.063, 0.118, -0.759, 0.049, 0.005, 0.034, -0.041, -0.045, -0.164, -0.137, -0.555, 0.087, 1.098, 0.069, -0.092, -0.445, 0.042, -0.202, -0.105],
  "total_charge": -1,
  "e_homo_ev": -3.93,
  "orbital_gap_ev": 6.797,
  "largest_force_ev_per_a": 0.31
}



{
  "formula": "C2H3NO3",
  "method": "wB97M-V/def2-TZVPD",
  "elements": ["H", "H", "N", "O", "C", "H", "C", "O", "O"],
  "xyz": [[-2.2547, 0.8124, -0.4654], [1.6288, 0.9227, 0.8278], [0.3672, -0.7559, 0.8875], [0.1079, 0.7441, -0.6205], [-0.7224, -0.2183, -0.0898], [1.9540, -0.2713, -0.5107], [1.2126, 0.1777, 0.1522], [-2.0015, 0.0549, 0.0805], [-0.2917, -1.4665, -0.2616]],
  "lowdin_charge": [0.142, 0.131, 0.116, 0.026, -0.676, 0.130, -0.126, 0.183, 0.074],
  "e_homo_ev": -10.33,
  "orbital_gap_ev": 10.945,
  "largest_force_ev_per_a": 2.43
}



Looking at relative energy (zero: lowest compared OMol25 entry of this formula, charge and spin) for the records above, in order, we have 1.20 47.02 35.02 3.68 66.06 0.00 106.07 kcal/mol.
Looking at lowest unoccupied orbital energy for the records above, in order, we have 0.568 -9.897 -7.568 -2.021 1.063 2.862 0.617 eV.